Formula: C2H6FO2P
Source: OMol25
Level of theory: ωB97M-V with the def2-TZVPD basis set

Element x y z (Å)
1 C 1.04330 -2.10022 -0.04243
2 C -1.65301 2.11921 -0.02606
3 O 0.11660 -1.08086 -0.02326
4 O -1.25328 0.76875 0.21099
5 F 2.87093 0.18394 -0.80361
6 P 0.12833 0.25935 0.74290
7 H 0.60363 -2.90374 -0.61249
8 H 1.10133 -2.66784 0.91602
9 H 2.06327 -1.83550 -0.11881
10 H -2.57066 2.39579 0.47899
11 H -1.64492 2.14194 -1.12039
12 H -0.80551 2.71917 0.39814

Computed properties:
LUMO (alpha / beta) (eV): -1.881 / -1.881
Total charge: 0
Highest occupied orbital energy (alpha / beta) (eV): -8.305 / -8.302
Frontier orbital gap (alpha / beta) (eV): 6.4 / 6.4


Formula: C2H6I2N2O
Source: OMol25
Level of theory: ωB97M-V with the def2-TZVPD basis set

Element x y z (Å)
1 C 0.78805 1.18821 -0.64532
2 C -0.37489 -2.61256 -0.15590
3 N 0.60848 0.52802 0.58606
4 N 0.23217 -0.60444 0.70551
5 O 0.04385 -1.34317 -0.46323
6 I -1.23244 3.13940 2.91893
7 I -1.19554 4.44992 0.60429
8 H 1.54224 1.87741 -0.54066
9 H 1.04358 0.63322 -1.69153
10 H -0.03972 1.78699 -1.04836
11 H -0.25417 -2.79790 0.87066
12 H 0.27940 -3.39298 -0.75977
13 H -1.44101 -2.85212 -0.38067

Computed properties:
LUMO (eV): -1.650
Total charge: 0
Highest occupied orbital energy (eV): -9.294
Frontier orbital gap (eV): 7.6
SMILES: C/N=N\OC.II


Formula: C2H6I2OSi
Source: OMol25
Level of theory: ωB97M-V with the def2-TZVPD basis set

Element x y z (Å)
1 C -1.69003 -0.05275 1.34763
2 C 1.27911 1.12950 -1.44295
3 O -0.27976 -0.39377 1.28746
4 Si 0.64443 -0.80418 0.00390
5 I 2.61845 -1.72121 1.07858
6 I -0.58024 -2.43008 -1.38750
7 H -1.97188 -0.74298 2.07697
8 H -2.24005 -0.14158 0.49328
9 H -1.77624 0.93337 1.58514
10 H 1.79376 0.89660 -2.26999
11 H 0.26705 1.56090 -1.77610
12 H 1.93541 1.76616 -0.99643

Computed properties:
LUMO (eV): -0.172
Total charge: 0
Highest occupied orbital energy (eV): -9.241
Frontier orbital gap (eV): 9.1


Formula: C2H6IN2O
Source: OMol25
Level of theory: ωB97M-V with the def2-TZVPD basis set

Element x y z (Å)
1 C -0.00328 -0.13609 0.08456
2 C -1.30691 1.03591 0.09177
3 N -0.24663 -1.43509 0.22900
4 N 1.14466 0.41198 -0.28572
5 O 2.33557 -0.22019 -0.20204
6 I -3.23053 0.11142 0.20276
7 H -1.08614 1.74645 0.99643
8 H -1.24344 1.57409 -0.74828
9 H -1.11354 -1.78543 0.54540
10 H 0.48102 -2.26175 0.41986
11 H 1.39117 1.45865 -0.36968
12 H 2.87804 -0.49994 -0.96407

Computed properties:
LUMO (eV): -3.563
Total charge: +1
Highest occupied orbital energy (eV): -13.693
Frontier orbital gap (eV): 10.1
SMILES: N/C(CI)=[NH+]\O


Formula: C2H6INO2S
Source: OMol25
Level of theory: ωB97M-V with the def2-TZVPD basis set

Element x y z (Å)
1 C 1.95315 0.61196 -0.66530
2 C -2.52873 -1.71595 -0.20610
3 N 1.45023 0.69523 0.61297
4 O -0.78470 1.05063 -0.31631
5 O -0.65812 0.73869 2.10429
6 S -0.22669 0.33815 0.78886
7 I -3.75320 -0.04403 -0.34393
8 H 1.25980 0.93969 -1.44764
9 H 3.00464 1.14221 -0.81334
10 H 2.07495 -0.40059 -0.95714
11 H -1.53935 -1.53462 -0.74408
12 H -2.31592 -2.10208 0.69433
13 H 2.06392 0.28070 1.29338

Computed properties:
LUMO (alpha / beta) (eV): -2.449 / -0.719
Total charge: 0
Highest occupied orbital energy (alpha / beta) (eV): -8.545 / -9.408
Frontier orbital gap (alpha / beta) (eV): 6.1 / 8.7


Formula: C2H6IOPS
Source: OMol25
Level of theory: ωB97M-V with the def2-TZVPD basis set

Element x y z (Å)
1 C 0.57557 -0.73238 0.98126
2 C 0.91752 1.60396 -1.32433
3 O -0.26044 -1.64131 -1.32973
4 P -0.80948 -1.08918 -0.09276
5 S 1.34512 1.05676 0.21949
6 I 3.69915 -0.19694 0.01292
7 H 1.23849 -1.60697 0.82134
8 H 0.50939 -0.51343 1.98029
9 H 0.71678 1.12257 -2.27648
10 H 0.42703 2.62368 -1.36621
11 H -1.49944 -2.20548 0.70548
12 H -1.62444 0.01733 -0.28269

Computed properties:
LUMO (alpha / beta) (eV): -1.601 / -1.613
Total charge: 0
Highest occupied orbital energy (alpha / beta) (eV): -8.524 / -8.328
Frontier orbital gap (alpha / beta) (eV): 6.9 / 6.7


Formula: C2H6MnO9
Source: OMol25
Level of theory: ωB97M-V with the def2-TZVPD basis set

Element x y z (Å)
1 Mn -0.31075 0.32319 -0.18994
2 C 2.25737 -1.69826 -0.11728
3 O 1.66712 -2.81091 0.09617
4 O 3.51306 -1.63728 -0.16613
5 O 1.50405 -0.69437 -0.27097
6 C -2.50262 -0.91128 -0.33001
7 O -1.34823 -1.48728 -0.32681
8 O -3.64670 -1.37245 -0.11789
9 O -2.48769 0.35034 -0.46072
10 O -0.20083 -0.14107 1.90951
11 H 0.35840 0.29228 2.55879
12 H -0.67913 -0.81221 2.40447
13 O 0.55230 2.20021 0.68565
14 H 1.15442 2.88061 0.37230
15 H 0.51261 2.32777 1.63731
16 O -0.14318 0.94044 -2.19232
17 H 0.40431 0.57239 -2.89203
18 H -0.60451 1.67787 -2.60011

Computed properties:
LUMO (alpha / beta) (eV): 4.447 / 4.354
Total charge: -2
<S²>: 8.76
Highest occupied orbital energy (alpha / beta) (eV): 1.481 / 1.490
Frontier orbital gap (alpha / beta) (eV): 3.0 / 2.9
2S+1: 6


Formula: C2H6N
Source: OMol25
Level of theory: ωB97M-V with the def2-TZVPD basis set

Element x y z (Å)
1 C 0.38400 -0.06182 -0.53650
2 C 1.49980 -0.03341 0.23982
3 N -1.55065 0.07110 0.15610
4 H -0.17690 -0.83415 -1.11686
5 H 2.04302 -1.01813 0.36624
6 H 1.65538 0.98062 0.75731
7 H -0.03756 0.96036 -0.67283
8 H -2.52105 0.24424 0.27967
9 H -1.41113 -0.25929 1.07388

Computed properties:
LUMO (eV): -9.762
Total charge: +1
Highest occupied orbital energy (eV): -15.765
Frontier orbital gap (eV): 6.0


Formula: C2H6N
Source: OMol25
Level of theory: ωB97M-V with the def2-TZVPD basis set

Element x y z (Å)
1 C 1.20003 -0.27267 0.20739
2 C -1.25344 0.03187 0.01520
3 N 0.07870 0.44675 -0.36698
4 H 2.08816 0.31662 -0.09426
5 H 1.22897 -0.36300 1.31655
6 H 1.37636 -1.25000 -0.19649
7 H -1.39053 -0.94348 -0.40985
8 H -2.02708 0.63708 -0.46181
9 H -1.50635 -0.07966 1.07921

Computed properties:
LUMO (eV): -9.421
Total charge: +1
Highest occupied orbital energy (eV): -17.823
Frontier orbital gap (eV): 8.4


Formula: C2H6N2
Source: OMol25
Level of theory: ωB97M-V with the def2-TZVPD basis set

Element x y z (Å)
1 C 1.75764 -5.10857 -1.66299
2 N 2.34180 -6.16104 -1.21403
3 H 1.55285 -4.23854 -1.01389
4 H 1.41635 -4.88546 -2.68704
5 H 3.05437 -5.73170 -0.60808
6 C -1.89429 5.36712 1.81693
7 N -2.70013 4.66221 1.16351
8 H -2.26762 6.24764 2.39207
9 H -0.84325 5.51866 1.56810
10 H -2.41772 4.32967 0.24541

Computed properties:
LUMO (eV): 0.952
Total charge: 0
Highest occupied orbital energy (eV): -9.678
Frontier orbital gap (eV): 10.6
SMILES: C=N.C=N


Formula: C2H6N2O
Source: OMol25
Level of theory: ωB97M-V with the def2-TZVPD basis set

Element x y z (Å)
1 C 0.04570 0.35196 1.48887
2 C -0.01983 0.52049 -0.03023
3 N -0.57464 1.04037 2.31077
4 N -0.50941 -1.14383 -1.62875
5 O 0.43167 -0.71841 -0.65191
6 H 0.77210 -0.47072 1.86088
7 H 0.61961 1.23676 -0.60601
8 H -1.08713 0.63568 -0.24842
9 H -0.50108 0.61426 3.33049
10 H -0.42892 -2.16325 -1.67527
11 H -0.23938 -0.70994 -2.54735

Computed properties:
LUMO (eV): 1.057
Total charge: 0
Highest occupied orbital energy (eV): -9.394
Frontier orbital gap (eV): 10.5
SMILES: [H]/N=C/CON


Formula: C2H6N2O
Source: OMol25
Level of theory: ωB97M-V with the def2-TZVPD basis set

Element x y z (Å)
1 C 1.15462 -0.96758 0.00565
2 C -1.26016 1.26060 -0.58423
3 H 1.77764 -0.46231 0.75780
4 H 1.37151 -2.02649 0.04101
5 H 1.39976 -0.57097 -0.97703
6 H -0.57289 -1.21544 1.08602
7 H 0.09082 1.14352 0.97969
8 H -1.71919 0.52898 -1.30242
9 N -0.24933 -0.75202 0.23907
10 N -0.54423 0.59713 0.37923
11 O -1.44857 2.46458 -0.62478

Computed properties:
LUMO (eV): 0.922
Total charge: 0
Highest occupied orbital energy (eV): -9.889
Frontier orbital gap (eV): 10.8
SMILES: CNNC=O


The calculation returns the following largest force on an atom values, one per record and in order: 4.22; 5.18; 6.20; 6.27; 4.82; 3.41; 4.94; 4.03; 3.48; 2.86; 3.65; 1.17 eV/A.
The calculation returns the following energy above the lowest of the compared OMol25 structures with the same formula, charge and spin values, one per record and in order: 498.5; 24.1; 173.8; 216.5; 296.3; 166.7; 231.0; 717.0; 385.9; 357.4; 382.3; 166.0 kJ/mol.